1.
The following is a DFT calculation (ωB97M-V/def2-TZVPD) of C4H6N2 in the gas phase at a distorted geometry.

Output
- SMILES = NC1=CC=NC1
- spin multiplicity = 1
- largest force on an atom (Eh/bohr) = 0.0662
- LUMO (eV) = 0.9
- gap between HOMO and LUMO (eV) = 9.12
- charge = 0
- energy relative to the best compared isomer or geometry (same formula, charge and spin) (eV) = 1.573

Last column: natural (NBO) charge in e.
CARTESIAN COORDINATES (ANGSTROEM)
N -1.867 0.364 -0.332  -0.7871
C -0.543 0.061 -0.079  0.1972
C 0.070 -1.176 -0.028  -0.3729
C 1.464 -0.934 0.170  0.0200
N 1.785 0.343 0.285  -0.4170
C 0.500 1.033 0.114  -0.3591
H -2.191 1.246 0.041  0.3808
H -2.522 -0.386 -0.148  0.3836
H -0.406 -2.145 -0.131  0.2180
H 2.239 -1.694 0.219  0.1961
H 0.380 1.918 0.705  0.2329
H 1.091 1.371 -0.816  0.3074

***

2.
The following is a DFT calculation (ωB97M-V/def2-TZVPD) of 14 unconnected molecules or ions with the total composition C42H56N14O14 at a distorted geometry.

Output
- spin multiplicity = 1
- largest force on an atom (Eh/bohr) = 0.0620
- LUMO (eV) = -0.2
- gap between HOMO and LUMO (eV) = 8.89
- charge = 0

Last column: Mulliken charge in e.
CARTESIAN COORDINATES (ANGSTROEM)
C 3.485 -1.851 -1.089  0.1028
N 4.357 -2.010 -2.254  1.0645
O 5.562 -2.061 -2.025  -0.6264
O 3.789 -2.070 -3.319  -0.5822
H 3.159 -0.799 -1.129  -0.1648
H 4.151 -1.909 -0.233  0.0947
H 2.649 -2.533 -1.133  0.1404
C 1.699 4.278 4.513  -0.6108
N 0.624 3.236 4.836  0.9123
O 0.927 2.100 4.505  -0.3724
O -0.407 3.456 5.530  -0.5869
H 2.511 4.009 5.186  0.3087
H 1.259 5.260 4.706  0.2766
H 1.865 4.104 3.446  0.1516
C -3.019 -2.023 2.601  -0.5245
N -2.112 -3.050 1.940  0.9139
O -2.647 -3.931 1.277  -0.5122
O -0.880 -2.868 2.020  -0.5152
H -2.808 -1.036 2.180  0.2377
H -2.785 -2.029 3.666  0.2371
H -4.060 -2.317 2.485  0.3008
C -5.048 -1.641 -3.611  -0.5838
N -3.868 -0.879 -3.956  0.9091
O -3.977 0.311 -4.233  -0.5003
O -2.813 -1.505 -4.092  -0.4037
H -5.045 -2.501 -4.277  0.2995
H -5.938 -1.044 -3.773  0.2854
H -4.860 -1.950 -2.594  0.0187
C -3.724 3.794 -4.374  -0.7693
N -2.349 3.848 -3.736  0.8627
O -1.377 4.203 -4.378  -0.5371
O -2.275 3.467 -2.570  -0.4634
H -4.238 2.878 -4.085  0.2399
H -3.657 3.860 -5.460  0.3096
H -4.237 4.699 -4.017  0.3161
C 2.010 -4.193 3.016  -0.7852
N 1.949 -3.503 1.628  0.7274
O 1.752 -4.145 0.634  -0.5615
O 2.107 -2.286 1.616  -0.0247
H 2.502 -5.161 2.817  0.3118
H 0.961 -4.251 3.290  0.2357
H 2.568 -3.563 3.689  0.2115
C -1.380 -4.890 -3.189  -1.0414
N -2.079 -3.884 -2.420  0.9517
O -3.275 -3.992 -2.344  -0.5468
O -1.441 -3.013 -1.898  -0.3795
H -2.010 -5.106 -4.027  0.3549
H -1.281 -5.797 -2.589  0.3266
H -0.368 -4.503 -3.384  0.3300
N 1.446 5.421 1.825  -0.4052
C 0.127 5.219 1.609  -0.1103
C -0.411 5.152 0.357  -0.4858
C 0.414 5.191 -0.717  0.1146
C 1.775 5.436 -0.541  -0.4549
C 2.240 5.612 0.768  -0.3312
H -0.555 5.086 2.467  0.3718
H -1.441 4.885 0.264  0.3274
H 0.053 5.028 -1.740  0.2659
H 2.521 5.457 -1.339  0.3635
H 3.300 5.817 0.963  0.3385
N -1.290 1.866 0.277  -0.0453
C -1.293 1.173 -0.851  -0.7163
C -0.524 -0.041 -0.950  -0.8629
C 0.081 -0.535 0.228  0.1890
C 0.104 0.283 1.373  0.9219
C -0.617 1.463 1.339  -1.4160
H -1.877 1.558 -1.691  0.7836
H -0.468 -0.588 -1.878  0.3940
H 0.513 -1.526 0.152  0.3927
H 0.621 -0.076 2.261  -0.1367
H -0.677 2.099 2.233  0.4524
N -1.459 -1.559 5.343  -0.2997
C -0.236 -1.237 4.913  -0.0058
C 0.842 -1.049 5.777  -0.5401
C 0.675 -1.339 7.119  -0.3707
C -0.591 -1.787 7.586  -0.6391
C -1.625 -1.817 6.619  -0.3048
H -0.091 -1.171 3.856  0.3685
H 1.784 -0.750 5.324  0.3789
H 1.465 -1.186 7.805  0.4756
H -0.796 -2.113 8.578  0.4270
H -2.623 -2.097 6.959  0.3866
N -6.749 -0.695 -0.051  -0.6417
C -6.472 -1.991 -0.034  -0.4611
C -5.180 -2.491 -0.081  -0.5476
C -4.160 -1.578 -0.115  0.7167
C -4.449 -0.211 -0.188  -0.0968
C -5.759 0.172 -0.112  -0.6002
H -7.298 -2.693 0.012  0.3873
H -5.048 -3.559 -0.016  0.3668
H -3.119 -1.834 -0.196  0.0814
H -3.578 0.442 -0.163  0.2887
H -5.951 1.224 0.049  0.4529
N 4.804 -1.141 2.073  -0.3271
C 4.142 0.004 2.059  -0.6925
C 3.893 0.739 3.239  -0.2024
C 4.338 0.302 4.469  -0.4683
C 5.006 -0.987 4.437  -0.3934
C 5.221 -1.638 3.252  -0.7167
H 3.848 0.441 1.136  0.7484
H 3.459 1.675 3.160  0.6157
H 4.203 0.967 5.350  0.3786
H 5.454 -1.411 5.325  0.4215
H 5.708 -2.562 3.092  0.5300
N 2.075 -0.770 -6.617  -0.5755
C 1.529 0.304 -7.195  -0.4484
C 0.243 0.767 -6.867  -0.3682
C -0.606 0.055 -5.979  -0.2042
C 0.021 -1.055 -5.367  0.2494
C 1.329 -1.408 -5.744  -0.4347
H 2.166 0.772 -7.933  0.3786
H -0.175 1.627 -7.411  0.3615
H -1.580 0.441 -5.705  0.4118
H -0.441 -1.796 -4.749  0.2346
H 1.778 -2.329 -5.376  0.3588
N 3.331 2.134 -0.640  -0.4371
C 2.104 2.006 -1.162  -0.4345
C 1.872 1.551 -2.433  -0.2699
C 2.937 1.141 -3.239  -0.0947
C 4.193 1.246 -2.711  -0.5167
C 4.335 1.815 -1.458  -0.6111
H 1.277 2.323 -0.520  0.6058
H 0.872 1.468 -2.802  0.6116
H 2.784 0.687 -4.204  0.3606
H 5.038 0.877 -3.311  0.4320
H 5.293 1.888 -0.952  0.3837

***

Q: Which of these has the highest LUMO?
A: C4H6N2